No. 1
A 2-piece molecular cluster, C4H9N3 overall at a distorted geometry, computed with the ωB97M-V functional and the def2-TZVPD basis.

```
16
Properties=species:S:1:pos:R:3:forces:R:3:nbo_charge:R:1
C -1.415993 -1.389258 0.059582 1.95 -0.45 -0.01 0.34
C -1.702956 1.689205 0.486635 -1.13 -4.52 1.41 -0.10
C 0.789592 -2.468713 0.635882 -1.33 -2.33 -0.19 0.10
C 1.076254 0.505472 -0.080717 -2.21 1.62 2.74 0.13
N -0.412916 -2.187566 0.346519 -0.91 2.42 -0.39 -0.31
N -1.178636 -0.089140 -0.377983 -0.76 2.49 0.81 -0.33
N 0.123680 0.169546 -0.873140 1.01 -3.37 -1.14 -0.29
H -2.449084 -1.773514 0.119970 0.50 0.42 -0.11 0.30
H -2.768342 1.550325 0.512126 -0.32 -0.33 0.50 0.25
H -1.119244 1.580837 1.388122 -0.25 0.17 0.07 0.22
H 0.959685 -2.861862 1.625308 0.31 0.80 0.94 0.26
H 1.524032 -2.837784 -0.065813 0.15 0.42 -0.78 0.24
H 0.782936 0.955881 0.947061 0.12 -1.14 -1.73 0.24
H 2.124589 0.519774 -0.119521 1.46 -0.09 -1.65 0.28
H -1.477820 2.361969 -0.221196 1.52 2.15 -2.76 0.21
H 0.285669 -0.349538 -1.849511 -0.10 1.73 2.28 0.49
```
Forces are in eV/Å.

DFT total energy = -321.18733 Ha
orbital gap = 9.19 eV
maximum force = 4.87 eV/Å
total charge = +2
E_HOMO = -19.40 eV

***

No. 2
One molecule with the formula C3H7NO2, computed with the ωB97M-V functional and the def2-TZVPD basis.

```
13
Properties=species:S:1:pos:R:3:forces:R:3:nbo_charge:R:1
N 1.070036 0.425743 1.327024 0.08 -0.08 0.13 -0.84
C 1.199528 -0.612793 0.451602 0.01 -0.11 0.04 0.68
O 2.188938 -1.321753 0.408918 -0.24 0.22 0.05 -0.61
C 0.021443 -0.818784 -0.488827 -0.03 -0.05 -0.09 -0.53
C -0.728586 0.449890 -0.877269 0.17 -0.09 -0.25 -0.07
O -1.643701 0.817215 0.156164 -0.15 0.08 -0.10 -0.75
H 0.176843 0.873923 1.470815 0.09 -0.08 -0.03 0.41
H 1.777277 0.507117 2.043399 -0.13 0.01 -0.13 0.40
H -0.690687 -1.508432 -0.014078 0.18 0.09 -0.08 0.24
H 0.416662 -1.316416 -1.377773 0.00 0.05 0.11 0.24
H -0.015544 1.272023 -1.038712 -0.20 -0.14 -0.01 0.18
H -1.262849 0.276412 -1.818819 0.06 0.04 0.16 0.18
H -2.509360 0.955857 -0.242445 0.15 0.05 0.20 0.48
```
Forces are in eV/Å.

DFT total energy = -323.75972 Ha
orbital gap = 10.31 eV
maximum force = 0.33 eV/Å
total charge = 0
E_HOMO = -9.65 eV

***

No. 3
One molecule with the formula C3H5N3S at a distorted geometry, computed with the ωB97M-V functional and the def2-TZVPD basis.

```
12
Properties=species:S:1:pos:R:3:forces:R:3:nbo_charge:R:1
C -2.075733 -0.264003 0.053933 0.63 0.15 -2.22 -0.39
N -0.662644 -0.002117 0.006590 3.05 1.86 -0.62 -0.16
C 0.490803 -0.772760 -0.105393 -0.83 1.61 0.67 -0.10
C 1.557988 0.158444 -0.080048 -1.23 -2.09 -0.31 -0.06
S 3.332237 -0.127274 0.001114 -1.11 0.25 -0.16 0.02
N 0.994558 1.375350 -0.090742 0.42 0.69 0.25 -0.26
N -0.286333 1.302344 -0.042672 -0.75 -0.56 0.37 -0.06
H -2.537231 0.148333 0.897873 -0.40 0.53 1.37 0.22
H -2.545318 0.168487 -0.851034 0.20 -0.31 0.47 0.22
H -2.141333 -1.311835 0.026358 -0.66 -1.41 0.08 0.21
H 0.325971 -1.817767 -0.183916 0.58 -0.72 0.12 0.22
H 3.547033 1.142796 0.367940 0.10 0.00 -0.01 0.15
```
Forces are in eV/Å.

DFT total energy = -679.71719 Ha
orbital gap = 9.44 eV
maximum force = 3.62 eV/Å
total charge = 0
E_HOMO = -8.63 eV

***

Let's list ΔE to the lowest compared entry with this formula, charge and spin in order: 559.5, 55.8, 178.6 kJ/mol.